1.
17
Properties=species:S:1:pos:R:3:forces:R:3 method="wB97M-V/def2-TZVPD" de_lowest_kj_mol=118.4 energy_ha=-309.79727 smiles="C1=CCOCCC1" orbital_gap_ev=10.253 e_homo_ha=-0.3370 largest_force_ev_per_a=0.95
C -1.505 -0.231 -0.109 0.02 -0.05 0.04
C -0.682 -1.396 0.434 -0.25 0.08 0.19
O 0.525 -1.650 -0.233 0.09 -0.01 0.01
C 1.490 -0.611 -0.303 0.21 0.01 0.53
C 1.444 0.633 0.567 0.10 0.06 -0.30
C 0.411 1.460 0.447 0.02 -0.08 -0.17
C -0.719 1.042 -0.452 -0.28 0.16 0.51
H -2.284 -0.034 0.635 -0.01 0.08 -0.09
H -1.997 -0.552 -1.032 -0.07 0.04 0.13
H -0.487 -1.260 1.505 -0.08 0.02 -0.01
H -1.269 -2.308 0.289 0.09 0.06 0.29
H 2.442 -1.118 -0.172 0.15 0.13 -0.26
H 1.388 -0.166 -1.283 0.49 -0.19 -0.79
H 2.404 0.998 0.928 -0.24 -0.26 0.40
H 0.485 2.503 0.749 -0.14 -0.25 0.34
H -0.223 0.825 -1.393 -0.15 0.26 -0.57
H -1.423 1.866 -0.576 0.06 -0.07 -0.23

=====

2.
71
Properties=species:S:1:pos:R:3:forces:R:3 method="wB97M-V/def2-TZVPD" energy_ha=-1872.23905 orbital_gap_ev=6.314 e_homo_ha=-0.1538 charge=-1 largest_force_ev_per_a=2.47
C -4.578 2.045 -0.337 -0.03 0.39 0.59
C -3.550 1.292 0.536 -0.13 0.31 -1.09
C -3.450 -0.229 0.215 -0.05 0.16 2.47
C -2.211 -0.754 0.990 0.38 0.70 -0.79
C -0.830 -0.293 0.539 0.96 -0.66 1.06
O -0.330 -0.969 -0.619 -0.37 0.12 -0.15
C 0.153 -0.579 1.725 -0.40 0.08 -0.58
N 1.554 -0.645 1.356 0.19 0.05 0.71
C -4.691 -0.771 1.064 -1.18 -1.34 0.27
O -4.470 -1.618 1.974 0.54 0.39 -0.51
O -5.815 -0.339 0.759 0.24 0.63 -0.35
N -3.591 -0.580 -1.188 -0.25 -0.02 -0.71
C -2.707 -0.013 -2.224 -0.20 0.30 -0.86
N -1.962 1.179 -1.878 0.48 -0.22 -0.14
C -1.002 1.485 -2.954 -0.42 0.27 0.35
P -3.951 -2.161 -1.561 1.49 -1.52 0.52
N -2.851 -3.236 -1.230 0.00 0.32 0.15
O -5.332 -2.655 -0.980 -0.44 0.40 -0.37
O -4.162 -2.212 -3.152 -0.80 0.77 -0.16
H -5.094 1.403 -1.044 0.06 -0.10 0.00
H -4.138 2.904 -0.857 0.09 -0.08 -0.10
H -5.333 2.465 0.327 -0.22 -0.04 -0.15
H -3.849 1.391 1.576 0.01 -0.20 0.10
H -2.582 1.787 0.446 0.07 -0.18 0.00
H -2.340 -0.387 2.009 -0.08 0.00 0.06
H -2.210 -1.838 1.098 -0.13 -0.06 -0.15
H -0.740 0.773 0.347 -0.29 0.01 -0.36
H -0.113 -1.863 -0.336 0.04 -0.07 -0.10
H -0.119 -1.546 2.163 0.01 0.01 0.09
H -0.040 0.189 2.481 0.11 -0.01 0.07
H 1.797 0.010 0.629 -0.14 -0.08 -0.17
H 1.826 -1.596 1.130 -0.01 0.66 -0.16
H -3.311 0.197 -3.123 -0.26 -0.12 0.18
H -1.989 -0.764 -2.561 0.26 0.06 0.31
H -2.555 1.986 -1.761 -0.34 -0.25 0.01
H -1.117 0.833 -3.824 -0.02 -0.10 0.03
H 0.022 1.409 -2.598 0.07 0.00 -0.07
H -1.219 2.498 -3.302 0.37 0.07 -0.08
H -2.083 -2.773 -0.759 0.12 -0.22 -0.09
H -5.133 -3.198 -0.206 -0.06 0.17 0.26
H -3.613 -2.944 -3.452 0.15 -0.07 0.09
C 3.160 4.352 2.199 -0.19 0.04 -0.20
C 2.537 2.974 2.262 0.04 -0.17 0.11
O 1.585 2.681 1.583 -0.11 0.14 -0.20
C 3.155 1.978 3.212 -0.24 -0.17 -0.01
H 2.617 4.961 1.479 -0.02 -0.02 0.00
H 3.107 4.831 3.178 0.16 -0.03 0.02
H 4.202 4.276 1.884 0.06 0.02 0.17
H 3.102 2.355 4.236 0.18 0.07 -0.02
H 4.198 1.800 2.940 0.05 0.09 0.13
H 2.610 1.036 3.147 0.03 0.00 -0.11
C 3.847 2.179 -1.794 -0.13 -0.18 0.03
C 3.218 2.245 -3.166 -0.02 -0.04 0.09
O 2.368 1.460 -3.503 0.02 -0.03 -0.14
C 3.698 3.339 -4.092 -0.16 -0.09 -0.15
H 3.410 1.353 -1.237 -0.03 0.01 -0.02
H 4.923 2.017 -1.884 0.03 0.16 0.03
H 3.660 3.108 -1.252 0.13 0.04 -0.01
H 4.767 3.227 -4.281 0.03 0.13 0.11
H 3.505 4.317 -3.648 0.16 0.01 0.04
H 3.164 3.270 -5.038 -0.01 -0.02 0.02
C 3.696 -5.357 1.253 0.02 0.17 -0.21
C 2.934 -4.245 1.933 -0.05 0.00 0.06
O 2.634 -3.235 1.345 0.21 -0.50 -0.12
C 2.561 -4.449 3.380 -0.12 0.24 -0.02
H 3.897 -5.078 0.221 -0.02 0.02 0.01
H 4.646 -5.526 1.764 -0.07 -0.14 0.08
H 3.105 -6.273 1.263 0.09 -0.06 0.12
H 3.462 -4.579 3.983 -0.02 -0.17 0.00
H 1.922 -5.327 3.481 0.12 -0.08 0.06
H 2.019 -3.576 3.738 0.00 0.00 -0.03